Entry 1:
{
  "formula": "C2HFO3S",
  "method": "ωB97M-V with the def2-TZVPD basis set",
  "total_energy_ev": -21778.7935,
  "multiplicity": 3,
  "homo_lumo_gap_ha": [0.297, 0.198],
  "lumo_ha": [-0.014, -0.157],
  "species": ["C", "C", "O", "O", "O", "F", "S", "H"],
  "xyz": [[0.2126, 0.1682, 0.3989], [0.1456, 1.4839, 0.6258], [3.3230, -0.2799, -1.3448], [0.6059, -0.8793, 0.0745], [2.9580, 0.7919, 0.9835], [0.0272, 2.2748, -0.4590], [3.5720, -0.2188, 0.0863], [-0.9100, 1.6061, 1.2019]]
}

---

Entry 2:
{
  "formula": "C2HIN2O2",
  "method": "ωB97M-V with the def2-TZVPD basis set",
  "total_energy_ev": -17263.0563,
  "multiplicity": 1,
  "homo_lumo_gap_ha": [0.287, 0.287],
  "lumo_ha": [-0.029, -0.029],
  "species": ["C", "C", "N", "N", "O", "O", "I", "H"],
  "xyz": [[0.5950, 0.8165, -0.1837], [0.5554, -1.9727, 0.1717], [-0.5526, 1.0483, -0.0564], [-1.6505, 1.5221, -0.3380], [-0.0724, -1.8157, 1.1094], [1.1966, -2.1107, -0.7995], [2.4399, 1.5800, 0.2502], [-2.5114, 0.9322, -0.1538]]
}

---

Entry 3:
{
  "formula": "C2HIO2",
  "method": "ωB97M-V with the def2-TZVPD basis set",
  "total_energy_ev": -14283.5109,
  "multiplicity": 1,
  "homo_lumo_gap_ha": 0.315,
  "lumo_ha": -0.024,
  "species": ["C", "C", "O", "O", "I", "H"],
  "xyz": [[-0.4352, -0.7893, -0.3988], [-1.9550, 0.5483, -0.3558], [-0.1504, -1.3032, -1.4328], [-2.9285, 0.2813, -0.9811], [-1.6368, 2.5594, 0.5543], [-0.0372, -0.9874, 0.5725]]
}

---

Entry 4:
{
  "formula": "C2HIrO2",
  "method": "ωB97M-V with the def2-TZVPD basis set",
  "total_energy_ev": -8995.1966,
  "charge": 2,
  "multiplicity": 5,
  "homo_lumo_gap_ha": [0.344, 0.299],
  "lumo_ha": [-0.443, -0.539],
  "species": ["O", "C", "O", "C", "Ir", "H"],
  "xyz": [[3.6318, 0.2178, 0.2378], [2.5206, 0.2213, 0.1194], [-1.4578, 0.5346, 0.1344], [-2.3867, -0.1010, -0.4565], [0.2964, 0.1839, -0.1449], [-2.6043, -1.0566, 0.1098]]
}

---

Entry 5:
{
  "formula": "C2HLiO2Tl",
  "method": "ωB97M-V with the def2-TZVPD basis set",
  "total_energy_ev": -11069.8401,
  "charge": 1,
  "multiplicity": 1,
  "homo_lumo_gap_ha": [0.288, 0.199],
  "lumo_ha": [-0.190, -0.188],
  "species": ["O", "C", "Tl", "Li", "H", "C", "O"],
  "xyz": [[0.1456, 1.4546, 0.6193], [-0.8183, 1.0932, 0.0930], [2.3319, 0.7063, 0.0211], [1.4415, 0.1769, 1.4887], [-1.5494, 1.1283, -0.6854], [-0.3171, -2.0186, -0.9855], [-1.2342, -2.5408, -0.5511]]
}

---

Entry 6:
{
  "formula": "C2HLiO2Tl",
  "method": "ωB97M-V with the def2-TZVPD basis set",
  "total_energy_ev": -11071.1247,
  "charge": 1,
  "multiplicity": 1,
  "homo_lumo_gap_ha": [0.272, 0.248],
  "lumo_ha": [-0.248, -0.269],
  "species": ["O", "C", "C", "H", "Li", "Tl", "O"],
  "xyz": [[1.5382, 0.6432, 0.4812], [0.9219, -0.3898, 0.7903], [-0.0839, -1.0980, 0.2594], [0.1401, -1.7600, -0.5821], [0.4428, 1.6036, -0.8901], [-1.7706, 0.6474, 0.9063], [-1.1884, 0.3537, -0.9650]]
}

---

Entry 7:
{
  "formula": "C2HLiO2Tm",
  "method": "ωB97M-V with the def2-TZVPD basis set",
  "total_energy_ev": -35908.8597,
  "charge": 1,
  "multiplicity": 3,
  "homo_lumo_gap_ha": [0.259, 0.244],
  "lumo_ha": [-0.201, -0.192],
  "species": ["O", "C", "C", "H", "Li", "Tm", "O"],
  "xyz": [[-2.2069, -0.0334, 0.1742], [-1.4246, 0.7920, -0.3222], [-0.1724, 0.7713, -0.7951], [0.0075, 0.3506, -1.7872], [-1.1288, -1.6361, 0.7042], [1.0386, 0.5631, 1.6642], [0.7478, -0.9614, 0.2279]]
}

---

Entry 8:
{
  "formula": "C2HN2O2",
  "method": "ωB97M-V with the def2-TZVPD basis set",
  "total_energy_ev": -9159.9641,
  "charge": -1,
  "multiplicity": 3,
  "homo_lumo_gap_ha": [0.281, 0.219],
  "lumo_ha": [0.167, 0.108],
  "species": ["C", "C", "N", "N", "O", "O", "H"],
  "xyz": [[1.1434, -0.9148, -0.3568], [0.9651, -0.2908, 0.7444], [1.5379, -1.4683, -1.3453], [-1.0667, 0.8992, -0.1051], [-1.0097, 1.0523, -1.3251], [-1.9851, 1.1709, 0.7072], [0.4153, -0.4486, 1.6808]]
}

---

Entry 9:
{
  "formula": "C2HN2O2S",
  "method": "ωB97M-V with the def2-TZVPD basis set",
  "total_energy_ev": -19998.3916,
  "charge": -1,
  "multiplicity": 1,
  "homo_lumo_gap_ha": 0.256,
  "lumo_ha": 0.131,
  "smiles": "N#C[C@H]([S-])ON=O",
  "species": ["C", "C", "N", "N", "O", "O", "S", "H"],
  "xyz": [[0.3442, -0.7440, 0.2544], [0.9152, 0.1034, -0.7626], [1.2057, 0.8282, -1.5991], [-0.8410, 1.2210, 0.1817], [-1.7801, 1.8736, 0.5914], [-0.7179, -0.0146, 0.8473], [-0.1926, -2.2692, -0.5559], [1.0664, -0.9984, 1.0428]]
}

---

Entry 10:
{
  "formula": "C2HN2O2S2",
  "method": "ωB97M-V with the def2-TZVPD basis set",
  "total_energy_ev": -30835.8598,
  "charge": -1,
  "multiplicity": 1,
  "homo_lumo_gap_ha": 0.230,
  "lumo_ha": 0.133,
  "species": ["C", "C", "N", "N", "O", "O", "S", "S", "H"],
  "xyz": [[0.0692, 0.3678, -0.6646], [-3.1499, -0.2042, 1.2359], [-0.2622, 0.7944, 0.4838], [-0.4938, 1.4767, 1.3824], [-2.4867, -1.1530, 1.1324], [-3.8848, 0.6355, 1.6394], [-1.3104, 0.5418, -1.9163], [-3.0463, 0.8599, -1.0037], [0.5625, -0.5303, -0.7343]]
}

---

Entry 11:
{
  "formula": "C2HN2OS",
  "method": "ωB97M-V with the def2-TZVPD basis set",
  "total_energy_ev": -17953.6846,
  "charge": -1,
  "multiplicity": 1,
  "homo_lumo_gap_ha": 0.244,
  "lumo_ha": 0.121,
  "species": ["C", "C", "N", "N", "O", "S", "H"],
  "xyz": [[-0.6329, -0.3290, 1.5023], [-1.8058, 0.9820, -1.1585], [0.1387, 0.0443, 2.3066], [-1.4463, -0.6607, 0.5786], [-0.7256, 1.3753, -1.4352], [-3.3819, 0.8294, -1.1646], [-1.2537, -1.5140, 0.2818]]
}

---

Entry 12:
{
  "formula": "C2HN3O2",
  "method": "ωB97M-V with the def2-TZVPD basis set",
  "total_energy_ev": -10650.9308,
  "multiplicity": 1,
  "homo_lumo_gap_ha": [0.307, 0.306],
  "lumo_ha": [-0.071, -0.071],
  "smiles": "N#CN=O.N=C=O",
  "species": ["C", "C", "N", "N", "N", "O", "O", "H"],
  "xyz": [[-1.8702, -0.7183, -0.5460], [1.5331, 0.7139, 0.9087], [-2.4558, -1.5410, -0.0579], [1.3917, -0.2425, 0.2224], [-1.0308, 0.3033, -0.6389], [1.5494, 1.7408, 1.4200], [-0.7316, 0.8889, -1.6216], [1.6142, -1.1451, 0.3133]]
}